224
Properties=species:S:1:pos:R:3:forces:R:3 method="wB97M-V/def2-TZVPD" gap_ev=9.27 max_force_ev_per_a=3.39 total_charge=0
C -5.7582 -3.4971 -3.1801 0.0 0.1 0.6
C -4.4908 -2.7983 -2.7464 0.8 1.1 -0.3
C -4.1469 -1.6881 -3.7094 0.0 1.5 -0.9
O -4.2997 -2.1641 -5.0679 0.7 0.3 1.1
C -3.3845 -1.5859 -5.9514 -0.4 0.1 -1.7
N -4.4580 -2.1660 -1.4061 -0.4 -1.7 1.0
H -6.5446 -2.7510 -3.2586 -0.2 0.0 -0.5
H -6.0489 -4.1168 -2.3652 -0.4 -0.8 0.7
H -5.6682 -4.1338 -4.0615 0.1 0.4 -0.1
H -3.5966 -3.4477 -2.7297 -0.7 0.0 -0.2
H -3.1112 -1.3470 -3.4652 -0.5 -0.3 -0.5
H -4.7887 -0.7337 -3.6281 0.5 -1.4 0.3
H -2.3841 -1.9997 -5.9530 0.5 -0.3 0.7
H -3.2946 -0.4899 -5.9010 -0.2 -0.2 0.3
H -3.7397 -1.8435 -6.9673 -0.1 0.3 0.3
H -4.3228 -2.9951 -0.7715 -0.3 1.5 -0.4
H -5.3327 -1.6947 -1.1162 0.5 -0.5 -0.5
C 1.6610 -2.0931 -9.4780 -0.4 -2.2 0.8
C 0.3909 -1.8455 -8.6574 -1.2 1.2 -0.8
C 0.5613 -0.8110 -7.4906 -0.5 -0.7 0.6
O 1.1333 -1.4801 -6.3762 0.2 -0.4 -0.5
C 1.4521 -0.6570 -5.2664 0.5 -1.2 0.1
N -0.6119 -1.1829 -9.5967 1.0 0.3 2.2
H 1.5190 -2.9272 -10.2038 -0.4 0.9 -0.1
H 2.3886 -2.6235 -8.8453 0.2 0.9 0.2
H 2.0167 -1.1998 -9.9507 0.4 0.4 -0.2
H -0.0196 -2.8261 -8.2800 0.5 1.0 0.1
H -0.4472 -0.3551 -7.2510 0.7 -0.6 0.0
H 1.2107 0.0436 -7.6806 0.1 0.1 -0.8
H 0.4975 -0.5058 -4.7664 0.1 1.0 0.4
H 2.0478 0.2308 -5.5571 -0.7 -0.1 0.2
H 2.0965 -1.2708 -4.5870 -0.5 0.5 -0.5
H -0.6634 -1.6881 -10.4450 -0.5 -0.5 -0.8
H -1.5106 -1.0066 -9.1285 0.5 -0.5 -0.7
C -2.2512 3.4419 4.5847 -0.9 0.2 -1.3
C -1.8965 3.3714 6.0435 0.3 1.5 -0.7
C -2.4335 2.0977 6.6057 0.9 -2.2 -2.2
O -3.7089 1.6237 6.1414 -0.3 2.1 0.6
C -4.7715 2.4490 6.7065 -0.1 -2.0 -0.1
N -0.4337 3.4477 6.2445 -0.8 -0.6 1.4
H -3.3398 3.4749 4.3420 0.6 0.4 0.6
H -1.9743 2.5331 4.0656 0.6 -0.1 -0.1
H -1.7631 4.2979 4.0993 -0.1 -0.3 0.1
H -2.2830 4.2690 6.5031 -0.6 0.2 0.5
H -2.4328 2.0899 7.6547 0.2 -0.2 1.7
H -1.7174 1.3461 6.1550 -0.6 0.4 1.0
H -4.5467 2.5117 7.7607 0.0 0.6 0.5
H -5.6328 1.7717 6.6559 -0.2 0.6 -0.2
H -4.9825 3.4306 6.2578 0.5 -0.4 -0.1
H -0.1349 4.2296 6.8060 -0.2 0.1 0.0
H 0.0768 3.4378 5.4029 0.5 -0.2 -1.3
C 7.6013 -3.9509 2.1836 -0.8 -1.1 -1.1
C 6.8548 -2.6704 1.8286 -0.4 0.1 1.0
C 5.6968 -2.3902 2.8258 2.1 0.6 -0.1
O 4.7213 -3.3350 2.6661 -0.7 -1.0 0.2
C 3.7818 -3.3001 3.7072 -0.9 -1.2 -0.4
N 7.8498 -1.6162 1.9541 -0.3 0.1 -0.2
H 8.3717 -4.2973 1.4475 -0.3 0.9 0.6
H 6.8887 -4.7720 2.1437 -0.2 -0.2 0.3
H 7.9914 -3.8926 3.1819 0.4 0.1 0.4
H 6.4327 -2.7499 0.8295 -0.1 0.0 -0.3
H 5.2159 -1.4127 2.6866 0.5 0.3 -0.1
H 6.2123 -2.4162 3.8181 -0.6 0.0 -0.2
H 3.4251 -2.3106 3.9662 0.0 0.5 -0.1
H 4.1188 -3.8138 4.6068 0.4 0.1 0.2
H 2.9461 -3.9027 3.3374 -0.1 0.3 0.2
H 8.4509 -1.8549 1.1868 0.9 0.6 -0.2
H 7.4504 -0.7063 1.7625 0.0 0.1 -0.1
C 2.2968 0.3946 7.1204 -2.0 1.4 0.2
C 0.8330 -0.1464 7.2697 1.9 1.5 -0.3
C 0.8664 -1.6146 7.5722 -0.8 0.0 2.2
O 1.5497 -2.3408 6.6402 0.9 0.2 -1.8
C 1.7968 -3.6464 7.0306 0.7 -0.2 0.4
N 0.0553 0.6459 8.2171 -0.8 -1.6 1.1
H 2.2910 1.4240 6.6961 -0.2 -0.5 0.5
H 2.7922 -0.1889 6.4009 0.9 -1.0 -0.7
H 2.7852 0.4186 8.0765 0.4 -0.1 0.4
H 0.4164 -0.0141 6.3065 -0.6 -0.2 -1.4
H -0.1496 -1.9951 7.5909 -0.7 -0.1 0.4
H 1.3085 -1.7961 8.5831 -0.2 0.3 -0.3
H 0.9086 -4.2250 7.1878 -0.9 -0.2 0.6
H 2.4384 -3.6433 7.9258 -0.2 -0.3 -0.1
H 2.2817 -4.1827 6.2361 0.6 0.1 -0.5
H -0.1462 1.5754 7.9054 0.5 0.6 -0.6
H -0.8841 0.2243 8.2780 0.6 0.1 0.2
C -0.1917 -4.0136 2.5727 0.3 -0.7 -0.6
C -0.2151 -5.2018 1.5701 2.2 0.2 0.3
C 0.3074 -6.5297 2.1480 -0.1 2.0 2.7
O 1.4962 -6.3392 2.9238 -2.3 -0.4 1.2
C 2.5951 -6.1675 2.1646 2.1 -0.9 -0.7
N -1.5446 -5.4305 1.1035 -0.3 1.8 1.1
H -0.8702 -4.2371 3.4032 0.4 0.3 0.2
H -0.5068 -3.1178 2.0436 -0.4 0.1 -0.1
H 0.8448 -3.7434 2.8511 -0.6 -0.5 0.4
H 0.5821 -4.8914 0.8268 -1.1 -0.3 -0.1
H 0.5514 -7.2431 1.4282 -0.1 -1.3 -1.6
H -0.4281 -6.9009 2.8746 0.0 -0.1 -0.4
H 2.7398 -7.0524 1.4770 -0.1 1.0 0.1
H 3.4414 -6.1913 2.8546 0.2 0.2 -0.2
H 2.5849 -5.2012 1.6713 0.3 0.1 -0.7
H -1.6373 -6.1316 0.4146 -0.2 -0.2 -1.1
H -1.9500 -4.5074 0.9191 -0.2 -1.0 -0.7
C 3.1857 2.9788 0.4079 1.4 2.8 -0.4
C 3.6801 2.9295 1.8072 1.2 -1.4 2.1
C 3.4375 4.1409 2.7557 0.7 -1.0 -1.7
O 4.1703 5.2414 2.2372 0.1 -1.8 -0.2
C 3.8739 6.3869 2.9076 -0.3 1.5 1.3
N 2.9699 1.7687 2.4085 -0.1 0.9 1.4
H 3.6927 2.2920 -0.2106 0.3 -1.2 -0.6
H 3.4323 3.9547 -0.0745 -0.5 -0.4 0.4
H 2.1585 2.7825 0.4245 -1.7 -0.2 -0.4
H 4.7738 2.6888 1.8220 -0.5 0.5 -0.1
H 3.7079 3.8926 3.7983 0.1 0.1 -0.3
H 2.3771 4.3204 2.6995 -0.7 0.5 0.3
H 4.3842 6.4903 3.9041 -0.6 -0.5 -0.4
H 2.7562 6.4406 3.0447 0.9 0.6 -0.1
H 4.3204 7.2069 2.3450 -0.6 0.2 -0.2
H 3.0065 0.9628 1.8007 0.3 -0.4 0.1
H 3.3141 1.5646 3.3657 -0.1 -0.2 -1.1
C 4.2667 3.5904 -4.6614 0.6 1.6 0.2
C 3.4452 2.8001 -5.6660 -2.1 0.8 2.0
C 1.9013 3.1325 -5.3747 0.2 0.9 -1.2
O 1.5938 2.9474 -4.0578 0.2 -0.8 2.2
C 0.2556 3.1900 -3.7029 -0.1 -0.2 -0.7
N 3.6178 3.2753 -7.0091 -1.4 -1.8 -1.8
H 4.1175 4.6883 -4.8242 -0.2 -0.7 0.3
H 5.3592 3.4951 -4.7577 -0.3 -0.5 -0.3
H 4.0323 3.3417 -3.6139 -0.1 0.0 -0.5
H 3.6252 1.7619 -5.3463 -0.1 -0.3 -1.0
H 1.1429 2.5689 -5.9792 0.9 0.0 -0.2
H 1.7050 4.2193 -5.5873 0.5 -0.7 -0.4
H -0.4161 2.5744 -4.3105 -0.1 -0.1 0.2
H -0.0305 4.2143 -3.8730 0.0 0.7 -0.3
H 0.1197 3.0059 -2.6504 0.1 -0.4 0.4
H 4.5330 3.1790 -7.3527 1.9 0.2 0.1
H 3.1652 2.5909 -7.6752 0.0 1.1 1.0
C -2.8540 4.8428 -6.2255 1.2 0.1 0.2
C -3.1665 3.4081 -6.5705 0.9 -0.9 1.9
C -3.9360 2.6930 -5.4428 1.0 0.2 0.3
O -3.2596 2.9150 -4.1886 -0.4 -0.6 -0.6
C -3.7969 2.1679 -3.0887 1.5 1.2 0.5
N -3.9368 3.2691 -7.7701 0.1 0.6 -1.3
H -2.2540 4.9782 -5.3340 0.0 -0.4 0.4
H -3.7581 5.3566 -6.0454 -1.2 0.8 0.1
H -2.2779 5.3857 -6.9763 -0.2 -0.2 -0.5
H -2.2154 2.8294 -6.6518 -0.5 0.4 -0.3
H -4.0141 1.6242 -5.7367 0.0 0.5 0.4
H -4.9161 3.1322 -5.3584 -0.8 0.1 -0.1
H -4.8077 1.8499 -3.2676 -0.5 -0.3 0.0
H -3.7517 2.8631 -2.2131 -0.3 -0.6 -0.6
H -3.1134 1.3372 -2.8601 -0.4 -0.1 -0.1
H -4.5624 4.0830 -7.8423 0.0 -0.5 0.1
H -3.2407 3.4693 -8.4866 -0.4 -0.3 -0.5
C -0.1063 -1.4776 -0.4267 0.0 -1.2 -0.8
C -0.6282 -0.1638 0.1398 -0.8 -2.0 2.0
C -0.8780 -0.3676 1.7191 1.0 -1.0 -1.6
O 0.4408 -0.5659 2.3202 -1.6 0.3 -0.6
C 0.3980 -0.4222 3.7287 -0.8 0.0 0.1
N 0.2544 0.9790 -0.0832 -0.9 -0.9 -0.3
H -0.8119 -2.3635 -0.3522 0.3 1.3 -0.2
H 0.8281 -1.9046 -0.0657 0.2 0.5 0.7
H 0.1323 -1.2771 -1.4674 -0.2 -0.2 -0.4
H -1.6122 -0.0309 -0.3637 0.5 0.3 0.5
H -1.5916 -1.1889 2.0135 0.8 0.5 -0.5
H -1.3016 0.5307 2.0615 -0.4 1.3 0.8
H -0.2722 0.4094 4.0852 0.4 -0.8 -0.5
H 1.3915 -0.1710 3.9969 1.1 0.3 0.5
H 0.1620 -1.3826 4.2195 -0.2 0.3 -0.1
H 0.7854 1.0883 0.7750 0.1 0.4 -0.1
H -0.3780 1.7552 -0.2363 0.6 0.4 0.4
O 0.3322 2.7598 3.2029 -1.9 1.1 -0.4
H 1.1684 2.3351 3.0310 1.0 -0.5 -1.0
H -0.1408 2.9953 2.3546 1.0 -0.6 1.1
O 2.3130 0.8489 -2.0610 -0.3 0.3 -0.7
H 1.5470 0.9175 -1.4635 -0.1 -0.3 0.7
H 2.0099 1.4380 -2.7727 0.5 -0.1 -0.2
O -3.2804 0.4299 3.7504 0.1 -0.7 -0.9
H -3.4788 0.8653 4.5794 -0.3 0.2 0.6
H -3.5799 -0.5014 3.8245 0.1 0.5 -0.1
C 4.9568 -0.5856 -0.6738 -2.1 -1.0 -0.6
C 3.8231 -1.5483 -0.1020 0.4 1.5 -2.5
O 3.2169 -0.8748 1.0127 2.4 1.0 -1.6
H 5.1375 -0.7322 -1.7564 0.4 -0.9 0.6
H 5.8011 -0.6887 -0.0410 1.1 0.4 0.2
H 4.5541 0.4074 -0.7972 -0.1 0.5 0.9
H 4.2759 -2.5058 0.1844 -0.4 0.1 0.0
H 3.1346 -1.6605 -1.0314 0.5 -0.1 1.9
H 2.5240 -1.3737 1.3499 -2.2 -1.5 1.0
C -1.7069 5.7832 0.1491 -0.3 0.4 1.3
C -1.5636 4.3980 -0.4238 0.5 1.0 -0.9
O -0.4588 3.7266 0.1383 1.2 -0.4 0.9
H -2.4894 6.2924 -0.3639 -0.5 0.6 -0.7
H -0.8151 6.4320 0.1593 -0.2 -0.4 -0.2
H -2.1180 5.7308 1.1893 0.7 -0.1 -0.6
H -1.4261 4.3885 -1.5459 -0.4 0.2 1.0
H -2.5057 3.9126 -0.1482 0.5 -0.7 -0.2
H 0.3816 4.2533 0.2273 -1.6 -0.3 -0.5
C -5.3433 3.6764 1.8255 0.2 -0.7 0.0
C -4.7681 2.4744 1.0911 2.2 0.4 -1.6
O -3.3443 2.1655 1.3736 -1.4 0.7 -0.4
H -6.1020 4.1356 1.1738 0.1 -0.1 0.5
H -4.5017 4.3684 1.9223 -0.4 0.2 0.6
H -5.8025 3.3004 2.7864 0.6 1.0 -0.8
H -4.8068 2.5878 -0.0393 0.2 0.3 1.3
H -5.3760 1.6481 1.2651 -0.9 -1.8 0.5
H -3.2357 1.5828 2.1422 -0.5 -0.1 0.2
C -4.8047 -4.1274 2.2467 -0.2 0.0 -1.5
C -4.0010 -2.8754 2.2883 0.5 0.9 -0.2
O -4.1269 -2.2834 3.5917 0.4 -0.1 0.2
H -4.5736 -4.6790 3.1111 0.4 -1.2 1.0
H -4.5221 -4.6805 1.3322 -0.3 -0.1 0.5
H -5.8735 -3.9271 2.2664 -0.1 0.1 -0.1
H -4.4526 -2.1362 1.5772 0.9 -0.4 0.5
H -2.8998 -3.0983 2.0857 -1.4 0.5 0.0
H -3.7493 -2.9183 4.2237 -0.2 0.4 -0.2
C -0.2379 -4.4057 -4.6123 -0.9 0.4 -0.1
C -0.5214 -4.1276 -3.1131 0.3 -0.5 -0.6
O -1.7903 -4.5846 -2.5719 0.1 -1.1 -0.9
H 0.7668 -4.0679 -4.8966 -0.3 0.4 0.2
H -0.9949 -3.9137 -5.2736 0.7 -0.4 0.4
H -0.1882 -5.4721 -4.8365 -0.4 -0.2 0.1
H -0.5849 -3.0247 -2.9625 0.6 -0.9 0.2
H 0.3356 -4.6631 -2.6156 -0.8 1.0 0.3
H -2.1144 -5.4380 -2.9670 0.9 1.2 0.3